# 1
DFT (wB97M-V/def2-TZVPD) results for the molecule C26H25N3O3.

Each line ends with the Mulliken charge.
Geometry (Å):
H: -2.505 -3.114 0.271  0.45
N: 4.375 0.977 -0.894  0.23
O: -1.140 -0.878 -1.756  -0.78
H: -6.179 -5.561 1.632  0.37
H: -6.844 -2.624 4.165  0.32
H: -5.788 -3.704 5.066  0.34
N: 0.270 0.875 -1.929  -0.14
H: -1.920 -1.218 -0.044  0.21
H: 2.907 4.039 -0.662  0.61
C: 3.733 1.706 -2.917  1.58
H: -0.201 0.094 -3.779  0.44
H: 2.009 2.040 3.034  0.55
C: -4.202 -3.927 1.263  -1.10
H: 3.099 -0.722 -0.787  0.42
H: 1.768 -1.139 -3.087  0.39
H: -5.525 -1.957 5.134  0.39
H: 0.000 0.712 2.167  0.57
C: -0.484 0.019 -1.233  0.97
H: 0.698 1.637 -3.797  0.43
H: 2.230 -0.148 -4.483  0.42
C: -4.900 -2.872 3.306  1.15
C: 3.748 2.577 -4.007  -0.50
C: -0.537 0.173 0.264  -0.03
C: 1.239 1.892 0.992  -0.20
C: 5.436 3.895 -2.881  -0.49
H: -6.090 -5.431 3.392  0.32
C: -3.863 -1.968 3.156  -0.94
C: -3.174 -3.015 1.113  -0.99
O: -1.495 -0.443 3.004  -0.73
C: 1.932 -0.117 -3.434  -1.17
C: 5.447 3.050 -1.792  -0.79
H: -4.327 -4.706 0.524  0.33
C: 2.875 3.352 1.458  -0.83
C: 3.000 0.519 -2.606  0.50
H: -7.152 -4.360 2.489  0.32
C: 0.608 0.661 -3.315  -0.94
C: -6.187 -4.865 2.466  -1.54
C: 4.589 1.958 -1.818  -0.87
C: -5.815 -2.781 4.488  -1.55
C: 0.212 0.906 1.122  -0.23
H: 3.106 2.403 -4.858  0.42
H: -3.703 -1.195 3.894  0.40
H: 6.089 4.755 -2.895  0.39
H: 6.094 3.231 -0.946  0.39
C: 4.597 3.660 -3.975  -0.70
O: 1.561 2.557 -0.151  -0.41
C: 2.033 2.367 2.015  -0.54
C: -3.002 -2.013 2.063  0.47
H: 0.834 1.549 -1.437  0.48
C: 2.542 3.432 0.142  -0.45
H: 4.839 0.897 -0.006  0.23
C: -1.923 -0.988 2.002  0.67
C: 3.418 0.122 -1.370  -0.84
N: -1.496 -0.714 0.738  -0.11
H: 3.619 3.929 1.967  0.49
C: -5.076 -3.869 2.340  1.22
H: 4.622 4.347 -4.808  0.41

Forces on atoms 1 to 6 (eV/Å):
0.1 0.0 -0.1
0.2 0.0 0.3
0.0 -0.2 -0.1
0.0 -0.1 0.0
-0.1 0.0 0.1
-0.1 0.0 0.1

Results
SMILES string: Cc1ccc(C(=O)N/C(=C/c2ccco2)C(=O)NCCc2c[nH]c3ccccc23)cc1C
E: -1395.803885 Eh
highest occupied orbital energy: -7.70 eV
LUMO level: 0.20 eV
gap between HOMO and LUMO: 7.895 eV

=====

# 2
DFT (wB97M-V/def2-TZVPD) results for the molecule C6H12N4.

Each line ends with the Mulliken charge.
Geometry (Å):
H: -1.197 1.412 2.456  0.39
C: -1.256 -1.117 1.103  -1.60
H: 0.706 0.598 -4.398  0.28
H: 0.496 -0.420 3.213  0.38
N: 1.677 0.295 -0.417  -0.37
N: -0.295 -0.050 -1.331  -0.92
H: -1.716 -1.065 2.087  0.41
H: 1.558 -0.943 1.971  0.46
C: -0.185 -0.009 1.152  1.61
H: 1.500 0.761 2.336  0.34
C: -0.795 1.370 1.427  -1.69
C: 0.644 0.136 -2.265  0.48
H: -0.180 2.271 1.461  0.38
N: 1.867 0.371 -1.676  -0.63
H: 0.880 -1.159 -3.941  0.21
H: -2.047 -1.044 0.332  0.36
C: 0.367 -0.158 -3.675  -0.85
H: -0.698 -0.393 -3.610  0.30
C: 0.871 -0.175 2.212  -1.62
H: -1.579 1.498 0.769  0.46
H: -1.015 -2.189 0.992  0.37
N: 0.399 0.010 -0.199  1.23

Forces on atoms 1 to 6 (eV/Å):
-0.2 -0.5 -0.4
-1.1 -0.4 0.7
-0.5 -0.2 0.3
-0.5 0.1 -0.4
-0.2 0.0 1.4
0.5 -0.2 -0.2

Results
SMILES string: Cc1nnn(C(C)(C)C)n1
E: -454.796835 Eh
highest occupied orbital energy: -9.83 eV
LUMO level: 0.87 eV
gap between HOMO and LUMO: 10.700 eV

=====

# 3
DFT (wB97M-V/def2-TZVPD) results for a cluster of 2 separate species, C6H6NS2 in total.

Each line ends with the Mulliken charge.
Geometry (Å):
H: -0.393 1.157 1.722  0.44
S: 3.015 0.267 1.004  -0.01
C: -0.589 0.683 0.845  -0.30
H: -2.183 1.948 0.560  0.51
H: 0.568 -1.512 -1.274  0.37
C: 2.057 -1.075 1.348  0.55
C: -1.123 -0.245 -1.674  -0.61
H: 4.123 -0.580 1.345  0.25
C: 0.002 -0.641 -0.950  -0.07
H: -2.666 1.225 -1.624  0.42
C: -1.865 0.803 -1.099  -0.16
H: -1.219 -0.664 -2.648  0.39
N: 0.295 -0.181 0.233  -0.21
C: -1.658 1.215 0.160  -0.58
S: 1.635 -2.400 2.052  0.01

Forces on atoms 1 to 6 (eV/Å):
1.2 0.5 2.8
1.1 -2.2 0.3
0.8 -0.9 -3.4
-2.5 3.1 1.9
0.4 0.4 -0.3
-1.4 -0.9 0.8

Results
charge: +1
E: -1083.016049 Eh
highest occupied orbital energy: -13.71 eV
LUMO level: -5.19 eV
gap between HOMO and LUMO: 8.521 eV

=====

# 4
DFT (wB97M-V/def2-TZVPD) results for a structure of composition C4H3FNiO6.

Each line ends with the Mulliken charge.
Geometry (Å):
O: -2.254 -0.149 0.028  -0.47
O: -1.567 0.614 -2.001  -0.25
O: 0.518 0.782 0.104  -0.62
H: -0.854 2.453 -2.444  0.32
O: -3.056 -0.945 -1.800  -0.17
H: 0.885 2.609 -0.709  0.25
C: -0.922 1.832 -1.547  -0.72
Ni: -0.702 0.046 1.181  0.78
C: 0.462 1.589 -0.941  0.55
O: -2.287 1.056 4.873  -0.19
C: -2.028 0.747 3.800  0.70
O: -1.750 0.258 2.771  -0.25
F: 1.260 1.064 -1.989  -0.29
H: -1.564 2.327 -0.807  0.38
C: -2.260 -0.122 -1.205  0.98

Forces on atoms 1 to 6 (eV/Å):
-0.2 0.0 0.6
-0.1 -0.2 -0.3
-0.2 -1.2 1.7
0.1 -0.2 0.2
-0.3 -0.3 -0.4
-0.2 -0.8 -0.2

Results
expectation value of S²: 3.761
spin multiplicity: 4
charge: +1
E: -2213.512034 Eh
highest occupied orbital energy (spin up / spin down): -14.68 / -14.71 eV
LUMO level (spin up / spin down): -4.49 / -7.78 eV
gap between HOMO and LUMO (spin up / spin down): 10.190 / 6.929 eV

=====

# 5
DFT (wB97M-V/def2-TZVPD) results for a structure of composition C4H6N2O.

Each line ends with the Mulliken charge.
Geometry (Å):
C: 0.033 -0.409 0.347  0.93
N: 0.185 -1.742 0.816  -0.65
H: 1.104 -1.718 -1.408  0.33
H: -0.871 1.440 -1.325  0.32
C: -0.540 1.708 -0.094  -0.61
H: -0.701 2.772 0.032  0.44
H: 1.077 -1.866 1.285  0.24
C: -0.699 0.675 0.833  -0.57
H: -1.279 0.720 1.748  0.42
N: 0.347 1.274 -1.166  -0.55
H: -0.545 -1.996 1.471  0.26
O: 1.265 -0.813 -1.722  -0.52
C: 0.592 -0.010 -0.870  -0.03

Forces on atoms 1 to 6 (eV/Å):
0.1 0.2 -0.1
0.0 0.0 0.2
0.1 0.1 -0.1
-0.1 -0.1 -0.2
0.0 0.1 0.4
0.0 -0.2 0.0

Results
E: -340.691759 Eh
highest occupied orbital energy: -8.25 eV
LUMO level: 0.81 eV
gap between HOMO and LUMO: 9.063 eV

=====

# 6
DFT (wB97M-V/def2-TZVPD) results for a structure of composition C3H3GaO4.

Each line ends with the Mulliken charge.
Geometry (Å):
Ga: -0.360 2.304 -2.462  1.01
H: 1.384 1.432 0.339  0.47
O: 0.658 -0.239 1.168  -0.09
O: -1.080 -1.709 1.243  0.11
C: -0.794 1.438 0.122  0.16
C: 0.034 -1.437 0.912  0.66
C: 0.455 0.883 0.498  0.04
H: -1.764 0.977 0.324  0.41
O: -0.546 2.226 -0.840  -0.01
O: 0.913 -2.173 0.285  -0.19
H: 0.589 -3.080 0.186  0.44

Forces on atoms 1 to 6 (eV/Å):
0.4 1.1 -6.5
0.0 0.1 0.1
-0.8 -0.1 0.3
-3.1 -0.4 1.1
1.3 -2.6 0.0
6.1 0.1 -1.9

Results
expectation value of S²: 1.684
spin multiplicity: 2
charge: +3
E: -2340.266991 Eh
highest occupied orbital energy (spin up / spin down): -25.81 / -24.94 eV
LUMO level (spin up / spin down): -17.21 / -19.28 eV
gap between HOMO and LUMO (spin up / spin down): 8.604 / 5.654 eV